The molecule ClH3NOP at a distorted geometry. Source: OMol25; level of theory: ωB97M-V/def2-TZVPD.

Structure (XYZ):
```
7
Properties=species:S:1:pos:R:3
N -0.585 0.723 -0.389
O 0.799 -1.253 0.109
P 0.768 -0.050 -1.006
Cl -0.121 -1.084 -2.542
H -0.510 1.716 -0.239
H -1.018 0.240 0.388
H 1.497 -1.896 -0.023
```

Results
energy relative to the best compared isomer or geometry (same formula, charge and spin)	13.8	kcal/mol
multiplicity	3
F_max	0.0325	Eh/bohr
charge	0
orbital gap (spin up / spin down)	5.5 / 7.8	eV
LUMO (spin up / spin down)	0.0353 / -0.1099	Ha

A cluster of 2 separate species, C6H11NO in total at a distorted geometry. Source: OMol25; level of theory: ωB97M-V/def2-TZVPD.

Structure (XYZ):
```
19
Properties=species:S:1:pos:R:3
C 2.113 -0.768 0.761
C 0.805 -1.187 1.387
N -0.133 -0.512 1.953
O 0.110 0.861 2.203
H 2.781 -0.084 1.399
H 1.864 -0.194 -0.097
H 2.688 -1.689 0.488
H 0.669 -2.307 1.244
H -0.822 1.033 2.482
C -2.266 -0.305 0.316
C -1.312 0.401 -0.362
C -0.505 1.125 -1.087
C -0.206 0.777 -2.519
H -2.093 -1.164 0.839
H -3.227 0.009 0.107
H -0.100 1.973 -0.633
H -0.231 1.715 -2.999
H -0.896 -0.017 -2.856
H 0.760 0.330 -2.627
```

Results
energy relative to the best compared isomer or geometry (same formula, charge and spin)	117.5	kcal/mol
structure (SMILES)	C/C=N\O.C=C=CC
F_max	0.1110	Eh/bohr
charge	0
orbital gap	10.1	eV
LUMO	0.0335	Ha

A structure of composition C21H19Cl2CoN4O2SeSi at a distorted geometry. Source: OMol25; level of theory: ωB97M-V/def2-TZVPD.

Structure (XYZ):
```
51
Properties=species:S:1:pos:R:3
Co -0.487 -0.167 -0.170
Cl 0.152 -6.855 -1.027
C 0.437 -5.148 -0.954
C -0.638 -4.276 -1.016
C -0.418 -2.905 -0.907
N -1.343 -1.915 -0.762
C -2.658 -2.008 -0.994
O -3.330 -3.005 -1.250
C -3.256 -0.635 -0.972
C -4.627 -0.450 -1.074
C -5.128 0.828 -1.224
C -4.227 1.887 -1.228
C -2.880 1.626 -1.070
N -2.390 0.396 -0.957
C 0.917 -2.405 -0.858
C 1.976 -3.306 -0.752
C 1.728 -4.666 -0.780
Cl 3.056 -5.756 -0.573
N 1.101 -1.056 -0.961
C 2.079 -0.469 -0.203
O 2.949 0.297 -0.586
C 1.898 -0.845 1.246
C 2.916 -0.869 2.186
C 2.607 -1.255 3.481
C 1.294 -1.580 3.788
C 0.331 -1.471 2.796
N 0.620 -1.115 1.557
H -1.643 -4.655 -1.105
H -5.267 -1.318 -1.061
H -6.187 0.997 -1.350
H -4.564 2.901 -1.362
H -2.159 2.432 -1.040
H 2.988 -2.949 -0.643
H 3.912 -0.585 1.884
H 3.367 -1.291 4.246
H 1.018 -1.894 4.784
H -0.713 -1.666 3.004
C 1.638 2.961 -1.793
Si 0.964 3.520 -0.101
C 2.384 4.212 0.982
C -0.222 5.015 -0.335
Se -0.155 1.904 1.072
H 2.288 3.718 -2.223
H 0.837 2.758 -2.498
H 2.212 2.048 -1.673
H 2.738 5.156 0.578
H 3.219 3.521 1.022
H 2.042 4.383 1.997
H 0.347 5.915 -0.551
H -0.791 5.182 0.573
H -0.928 4.860 -1.145
```

Results
multiplicity	2
F_max	0.0388	Eh/bohr
charge	-1
orbital gap (spin up / spin down)	6.7 / 6.7	eV
LUMO (spin up / spin down)	0.0908 / 0.0915	Ha

A cluster of 3 separate species, C7H17Br4O4P in total at a distorted geometry. Source: OMol25; level of theory: ωB97M-V/def2-TZVPD.

Structure (XYZ):
```
33
Properties=species:S:1:pos:R:3
C -1.252 -3.226 -4.754
O -0.968 -2.273 -3.723
P 0.551 -2.112 -3.261
O 1.427 -1.341 -4.175
O 0.465 -1.571 -1.750
C 0.094 -0.209 -1.526
O 0.988 -3.620 -3.062
C 2.162 -4.097 -2.445
H -2.086 -2.845 -5.338
H -1.600 -4.135 -4.258
H -0.424 -3.515 -5.397
H -0.960 -0.123 -1.256
H 0.231 0.369 -2.440
H 0.634 0.214 -0.685
H 2.197 -5.179 -2.344
H 2.238 -3.616 -1.464
H 3.078 -3.816 -2.973
Br 1.661 -0.988 5.279
C 0.116 0.222 5.183
C 0.564 1.586 4.668
Br -0.909 2.899 4.879
H -0.225 0.351 6.203
H -0.611 -0.224 4.514
H 1.072 1.509 3.707
H 1.360 1.932 5.327
Br -1.428 2.150 0.450
C -0.778 3.947 0.801
C -1.717 4.569 1.851
Br -0.785 5.892 2.919
H -0.664 4.482 -0.133
H 0.173 3.833 1.315
H -2.089 3.812 2.523
H -2.514 5.121 1.363
```

Results
structure (SMILES)	COP(=O)(OC)OC.BrCCBr.BrCCBr
F_max	0.0338	Eh/bohr
charge	0
orbital gap	10.5	eV
LUMO	0.0157	Ha

A cluster of 2 separate species, C3H11N2S in total at a distorted geometry. Source: OMol25; level of theory: ωB97M-V/def2-TZVPD.

Structure (XYZ):
```
17
Properties=species:S:1:pos:R:3
C -0.473 -2.534 2.045
C -1.606 -1.640 1.616
S -1.113 -0.177 0.708
H 0.343 -2.035 2.610
H -0.125 -3.182 1.246
H -0.969 -3.180 2.802
H -2.206 -2.163 0.834
H -2.287 -1.146 2.291
H -2.273 0.443 0.902
N 1.510 1.175 -0.586
C 1.397 1.999 -1.669
N 1.525 1.670 -2.939
H 2.360 0.624 -0.508
H 0.677 0.604 -0.384
H 0.988 3.009 -1.671
H 2.037 2.234 -3.623
H 1.398 0.702 -3.245
```

Results
energy relative to the best compared isomer or geometry (same formula, charge and spin)	57.7	kcal/mol
multiplicity	2
F_max	0.0450	Eh/bohr
charge	+2
orbital gap (spin up / spin down)	10.5 / 7.0	eV
LUMO (spin up / spin down)	-0.3276 / -0.4555	Ha

The ion C3H2NOS2 with charge -1 at a distorted geometry. Source: OMol25; level of theory: ωB97M-V/def2-TZVPD.

Structure (XYZ):
```
9
Properties=species:S:1:pos:R:3
C -1.646 -0.475 -0.595
C 1.775 -1.110 0.891
C 0.310 0.867 0.092
N -0.777 0.515 -0.751
O 0.829 1.915 -0.246
S 2.214 -2.455 1.783
S 0.619 -0.057 1.533
H -2.546 -0.402 -1.241
H -0.778 1.203 -1.465
```

Results
energy relative to the best compared isomer or geometry (same formula, charge and spin)	128.0	kcal/mol
F_max	0.0495	Eh/bohr
charge	-1
orbital gap	5.5	eV
LUMO	0.1213	Ha